Record 1
C16H22Cl2N2O7 | ωB97M-V with the def2-TZVPD basis set

Cartesian coordinates (Å):
C1 0.9300 0.6591 5.1587
C2 1.6493 -0.5930 4.5136
O1 2.7454 -0.6072 4.0217
N1 0.8372 -1.6499 4.1396
C3 1.0384 -2.6003 3.1161
C4 1.1230 -4.0594 3.6729
C5 -0.0468 -2.4658 2.0041
O2 -1.2062 -2.3173 2.3681
N2 0.2013 -2.0810 0.6997
C6 -0.6132 -1.0987 0.0177
C7 -0.0870 0.3655 0.1272
C8 -0.8772 1.2216 -0.8623
C9 -0.4698 2.4338 -1.3632
O3 -1.1223 3.2046 -2.2623
C10 0.8006 3.0535 -0.9084
C11 1.7219 2.1748 0.1063
O4 3.1288 2.2477 -0.1392
C12 1.4282 0.6320 -0.0013
O5 2.1613 -0.2689 0.9318
C13 -2.1236 0.7547 -1.3596
O6 -3.1192 1.4806 -1.4616
O7 -2.0581 -0.4895 -1.8481
C14 -1.1314 -1.4407 -1.4480
C15 0.0513 -1.4882 -2.4015
C16 -1.9230 -2.7661 -1.4980
Cl1 -3.2994 -2.8817 -0.3804
Cl2 -0.7436 -4.0276 -1.2516
H1 -0.0855 0.5468 4.9630
H2 1.2532 0.7862 6.2371
H3 1.2189 1.6265 4.5955
H4 0.0501 -1.8238 4.6245
H5 2.0959 -2.4596 2.6438
H6 0.2102 -4.2426 4.0244
H7 1.3510 -4.6698 2.8821
H8 1.8218 -4.2034 4.4503
H9 1.1894 -1.9870 0.3726
H10 -1.6061 -0.8738 0.5821
H11 -0.3256 0.7899 1.1236
H12 -2.0441 2.8586 -2.3050
H13 0.3844 3.9069 -0.3779
H14 1.3568 3.4124 -1.8445
H15 1.5166 2.5052 1.1775
H16 3.5678 1.3776 -0.0206
H17 1.6085 0.5530 -1.0940
H18 2.2011 0.1144 1.8162
H19 0.8188 -2.2260 -2.0979
H20 0.4153 -0.5188 -2.5421
H21 -0.3043 -1.8649 -3.3738
H22 -2.2684 -2.7816 -2.6175

## Properties
Frontier orbital gap, eV: 9.64
ΔE to the lowest compared entry with this formula, charge and spin, kcal/mol: 70.0
HOMO energy, eV: -9.199
SMILES: CC(=O)N[C@@H](C)C(=O)N[C@H]1[C@@H]2C(=C(O)C[C@H](O)[C@H]2O)C(=O)O[C@]1(C)C(Cl)Cl
Multiplicity: 1

***

Record 2
C7H7N2NiO6 | ωB97M-V with the def2-TZVPD basis set

Cartesian coordinates (Å):
O1 -3.9021 -1.5705 -5.0269
C1 -3.2090 -0.7054 -5.2563
Ni1 -0.5980 -1.8677 -1.0934
O2 -1.6083 -0.1795 1.0500
C2 -1.1705 -0.7825 0.1429
C3 0.6643 -0.1100 -1.6461
O3 1.5478 0.0269 -2.4335
C4 -0.1187 1.0273 -0.9846
O4 -1.0385 1.6214 -1.4592
C5 -1.6427 -3.2419 -0.4435
O5 -2.1861 -3.9864 0.3003
H1 -1.3039 -3.4634 -1.5416
C6 0.9757 2.6182 2.4406
N1 1.4691 1.2765 2.1686
C7 1.2437 0.6769 1.0202
N2 1.6461 -0.5889 0.7892
O6 0.5110 1.4800 0.1700
H2 0.0000 2.7737 1.9717
H3 1.6867 3.3689 2.0711
H4 0.8870 2.6916 3.5275
H5 2.0373 0.7772 2.8462
H6 1.8990 -0.8895 -0.1638
H7 2.2100 -0.9531 1.5506

## Properties
Frontier orbital gap (spin up / spin down), eV: 6.73 / 6.71
Charge: +1
HOMO energy (spin up / spin down), eV: -11.081 / -12.407
Multiplicity: 3

***

Record 3
C2H6OSe2 | ωB97M-V with the def2-TZVPD basis set

Cartesian coordinates (Å):
C1 1.3642 -0.3113 -0.9405
C2 0.5069 -0.0123 1.3242
O1 0.8111 -0.8485 0.1291
Se1 -1.5457 1.0741 -1.9431
Se2 -1.0941 -0.7452 2.0593
H1 1.6856 0.7296 -1.0188
H2 1.4608 -1.1097 -1.7774
H3 0.2653 1.0030 0.9172
H4 1.3793 -0.0865 1.9496
H5 -2.8658 0.9509 -1.5671
H6 -1.9677 -0.6442 0.8677

## Properties
Frontier orbital gap (spin up / spin down), eV: 8.99 / 5.06
ΔE to the lowest compared entry with this formula, charge and spin, kcal/mol: 53.0
HOMO energy (spin up / spin down), eV: -8.767 / -7.169
Multiplicity: 1

***

Record 4
C27H28MnN2O3P2S2 | ωB97M-V with the def2-TZVPD basis set

Cartesian coordinates (Å):
C1 -1.3747 3.6211 -3.2240
C2 -1.1823 2.3248 -2.7472
C3 0.1061 1.7208 -2.7681
C4 1.1921 2.4708 -3.3520
C5 0.9625 3.8038 -3.7867
C6 -0.3035 4.3685 -3.7324
C7 2.3938 1.8332 -3.3754
C8 2.5875 0.4852 -3.2435
C9 1.4764 -0.2515 -2.6806
C10 1.5669 -1.6676 -2.5699
C11 2.7822 -2.3003 -2.8593
C12 3.8951 -1.5704 -3.3141
C13 3.7863 -0.2113 -3.5248
H1 -2.3671 4.0913 -3.1915
H2 1.8264 4.3328 -4.2325
H3 -0.4620 5.3966 -4.0697
H4 3.2390 2.4220 -3.7555
H5 2.8810 -3.3759 -2.6965
H6 4.8350 -2.0993 -3.5257
H7 4.6158 0.3767 -3.9327
N1 0.3936 0.4752 -2.2028
Mn1 -0.2191 -0.2352 0.4955
C14 -2.3759 1.5829 -2.2590
H8 -2.5876 0.6667 -2.8177
H9 -3.3099 2.1350 -2.2429
C15 0.3711 -2.4557 -2.1764
H10 -0.5346 -2.0696 -2.6311
H11 0.4245 -3.5088 -2.4335
P1 -2.0474 1.0252 -0.5109
P2 0.0099 -2.3315 -0.3589
C16 1.4416 -3.2119 0.3739
H12 1.3758 -3.1884 1.4688
H13 1.5026 -4.2627 0.0552
H14 2.3765 -2.7184 0.0873
C17 -1.3161 -3.5873 -0.2287
H15 -1.0557 -4.5062 -0.7862
H16 -1.5155 -3.8507 0.8233
H17 -2.2442 -3.1857 -0.6676
C18 -1.7235 2.5885 0.3476
H18 -2.5890 3.2509 0.2293
H19 -1.5217 2.4130 1.4171
H20 -0.8393 3.0898 -0.0661
C19 -3.6585 0.3636 -0.0597
H21 -3.7832 0.3857 1.0368
H22 -4.4324 0.9793 -0.5525
H23 -3.7768 -0.6816 -0.3931
C20 1.3352 0.5979 0.2793
O1 2.3656 1.1865 0.1069
H24 -0.4983 0.6770 -1.4692
O2 1.1269 1.9628 3.5422
S1 1.2585 0.5285 3.6054
O3 2.4999 -0.1770 3.4872
N2 0.1321 -0.1363 2.4757
C21 -0.8651 -0.7748 3.1179
S2 -1.9906 -1.3861 2.0548
C22 -0.8009 -0.7709 4.5561
C23 -1.6596 -1.3524 5.5187
C24 -1.3807 -1.2416 6.8882
C25 -0.2235 -0.5509 7.2971
C26 0.6155 0.0386 6.3465
C27 0.3319 -0.0939 4.9903
H25 -2.5484 -1.8946 5.1937
H26 -2.0334 -1.6868 7.6533
H27 0.0048 -0.4465 8.3656
H28 1.5086 0.5869 6.6250

## Properties
Frontier orbital gap (spin up / spin down), eV: 6.86 / 6.83
Charge: +2
ΔE to the lowest compared entry with this formula, charge and spin, kcal/mol: 39.7
HOMO energy (spin up / spin down), eV: -14.219 / -14.308
Multiplicity: 4